(1)
{
  "formula": "C7H11FO2S",
  "method": "ωB97M-V/def2-TZVPD",
  "elements": ["C", "C", "C", "C", "C", "C", "C", "O", "O", "F", "S", "H", "H", "H", "H", "H", "H", "H", "H", "H", "H", "H"],
  "coordinates": [[2.07634, -0.23063, -1.03063], [-1.16398, 1.56020, -0.76938], [1.25572, 0.41047, -0.19246], [-0.67880, 0.37676, -0.35390], [3.57005, -0.02358, -1.22449], [-2.57838, 2.04026, -0.81828], [-1.48052, -1.59067, 1.65210], [-2.94796, -1.01371, -0.39644], [-0.68343, -2.14305, -0.74082], [1.61260, 1.28304, 0.72078], [-1.53117, -1.12677, -0.05506], [1.64982, -0.81178, -1.76232], [-0.49238, 2.36605, -0.95277], [3.98724, 0.55711, -0.36764], [3.90486, 0.44343, -2.04788], [4.04166, -0.96749, -1.08023], [-3.18308, 1.34096, -0.09439], [-2.94130, 1.89434, -1.85292], [-2.66637, 3.10309, -0.62322], [-2.29038, -2.29982, 1.91718], [-0.50443, -1.95040, 2.09884], [-1.78094, -0.56565, 2.05603]],
  "forces_ev_per_angstrom": [[0.550, 2.395, 0.953], [-0.389, -0.634, 1.199], [-3.533, -1.424, -1.805], [4.110, 1.494, 0.411], [-1.128, -0.627, 5.345], [-1.233, -2.461, 0.478], [-0.060, 1.924, 1.751], [1.359, 0.429, 0.324], [-1.613, 1.843, 0.777], [0.104, 0.418, 0.500], [1.002, -3.798, -2.168], [-1.357, -1.459, -1.252], [1.015, 0.141, -0.291], [-0.393, -0.132, -0.499], [0.597, 1.423, -3.302], [0.502, -0.921, -0.393], [0.668, 1.773, -1.566], [-0.148, -0.072, 0.469], [0.085, -0.005, 0.388], [0.422, 0.427, -0.703], [-1.002, 0.676, -1.035], [0.443, -1.408, 0.418]],
  "mol_weight_g_mol": 178.228,
  "total_energy_ev": -25080.644,
  "e_homo_ev": -9.591,
  "homo_lumo_gap_ev": 10.1679,
  "relative_energy_ev": 1.564,
  "spin_multiplicity": 1
}

---

(2)
{
  "formula": "C57H33FIN3O10S",
  "method": "ωB97M-V/def2-TZVPD",
  "elements": ["C", "N", "C", "C", "C", "O", "N", "O", "C", "C", "O", "C", "N", "C", "C", "S", "C", "C", "C", "I", "C", "F", "C", "O", "C", "H", "H", "H", "H", "H", "H", "H", "H", "H", "O", "C", "C", "C", "C", "C", "C", "C", "C", "O", "C", "C", "C", "C", "C", "C", "H", "H", "H", "H", "H", "H", "H", "H", "O", "C", "C", "C", "C", "C", "C", "C", "C", "O", "C", "C", "C", "C", "C", "C", "H", "H", "H", "H", "H", "H", "H", "H", "O", "C", "C", "C", "C", "C", "C", "C", "C", "O", "C", "C", "C", "C", "C", "C", "H", "H", "H", "H", "H", "H", "H", "H"],
  "coordinates": [[-4.06094, 1.15354, -2.38215], [-2.87906, 1.24852, -3.29879], [-1.62605, 0.81611, -2.64748], [-0.76372, 1.96936, -1.99351], [-1.26498, 3.47979, -2.11984], [-2.39762, 3.81336, -1.25853], [-2.44433, 5.19810, -1.27257], [-3.03580, 5.59281, -2.22723], [0.55827, 1.55746, -1.24542], [1.02435, 0.07080, -1.17876], [2.24403, -0.33323, -0.48459], [1.83816, -1.31347, 0.48545], [1.45148, -2.38036, 0.92568], [0.19302, -1.06801, -1.86272], [-1.13016, -0.68499, -2.57860], [-2.19521, -1.96835, -3.43110], [-2.90833, -0.97890, -4.84597], [-3.27344, -1.59878, -6.23503], [-3.86386, -0.66924, -7.35540], [-4.40944, -1.52284, -9.30728], [-4.07862, 0.85520, -7.14028], [-4.56927, 1.76691, -8.11574], [-3.72760, 1.44095, -5.73872], [-3.94062, 2.84649, -5.48307], [-3.14097, 0.54609, -4.57149], [-4.90615, 1.82280, -2.79094], [-4.49646, 0.08312, -2.34227], [-3.77304, 1.51818, -1.33763], [-0.42184, 4.25023, -1.91481], [-1.60834, 3.62238, -3.21764], [1.16959, 2.39101, -0.74216], [0.59320, -2.15045, -1.81698], [-3.12684, -2.72525, -6.42164], [-4.83177, 2.96649, -5.06858], [9.60701, -0.22066, -2.24442], [8.51072, -0.66767, -2.53579], [8.32107, -1.43652, -3.78689], [9.41194, -1.66762, -4.62678], [9.25076, -2.42243, -5.78366], [8.00194, -2.94993, -6.10540], [6.90939, -2.70683, -5.27981], [7.06553, -1.94414, -4.12163], [5.89331, -1.67588, -3.25882], [4.78540, -2.07349, -3.57961], [6.08646, -0.92468, -1.99867], [4.99466, -0.69653, -1.15888], [5.17242, -0.02055, 0.04406], [6.43919, 0.42858, 0.41181], [7.52620, 0.21519, -0.42995], [7.35107, -0.45778, -1.64044], [10.38866, -1.26394, -4.37873], [10.10106, -2.60492, -6.43328], [7.87974, -3.54950, -7.00195], [5.93774, -3.11624, -5.53859], [4.00865, -1.04789, -1.43754], [4.32402, 0.15283, 0.69800], [6.57877, 0.94754, 1.35503], [8.50972, 0.57082, -0.13829], [-7.64069, 0.60328, -0.78189], [-8.11737, 1.19552, 0.17220], [-7.61722, 2.53669, 0.54976], [-6.60748, 3.13350, -0.20631], [-6.15868, 4.40944, 0.11660], [-6.71702, 5.09427, 1.19394], [-7.71139, 4.49522, 1.96022], [-8.15928, 3.21206, 1.64313], [-9.20503, 2.57551, 2.47486], [-9.64009, 3.14337, 3.46249], [-9.71924, 1.24336, 2.08598], [-10.73099, 0.64786, 2.84140], [-11.24398, -0.58869, 2.46463], [-10.74959, -1.23420, 1.33319], [-9.73144, -0.65003, 0.58642], [-9.20998, 0.58855, 0.96454], [-6.17225, 2.60780, -1.05000], [-5.37619, 4.87370, -0.47557], [-6.37517, 6.09518, 1.43785], [-8.13897, 5.03174, 2.80164], [-11.12378, 1.14802, 3.72128], [-12.03342, -1.04829, 3.05105], [-11.15711, -2.19491, 1.03434], [-9.34884, -1.16027, -0.29227], [2.49172, -0.52145, 5.06575], [3.36566, -1.19630, 5.58360], [3.73215, -0.98985, 7.00335], [3.05601, -0.02941, 7.75789], [3.36678, 0.14342, 9.10238], [4.35142, -0.64178, 9.69838], [5.03898, -1.58739, 8.94508], [4.73485, -1.75909, 7.59397], [5.48443, -2.75547, 6.79627], [6.39758, -3.38910, 7.29884], [5.10491, -2.97584, 5.38318], [5.78029, -3.93818, 4.63025], [5.40855, -4.17593, 3.31122], [4.36194, -3.45493, 2.74002], [3.69641, -2.48537, 3.48316], [4.07017, -2.23969, 4.80569], [2.28402, 0.58168, 7.30063], [2.83690, 0.88760, 9.68871], [4.58461, -0.51498, 10.75089], [5.80878, -2.19261, 9.41391], [6.59339, -4.50669, 5.07110], [5.93228, -4.92740, 2.72860], [4.06585, -3.64759, 1.71344], [2.88443, -1.92595, 3.03022]],
  "forces_ev_per_angstrom": [[-1.249, -0.080, 0.329], [0.799, -2.349, -0.268], [3.120, -0.019, 1.706], [0.744, -3.804, 0.393], [1.221, -0.684, -1.568], [0.970, -1.561, -0.195], [-1.259, 1.648, -1.479], [0.807, -0.366, 1.503], [-1.567, -2.058, -1.110], [-4.105, 0.868, -2.388], [-3.243, -1.654, 2.576], [-0.847, -3.398, -1.429], [2.166, 5.836, -1.711], [-0.906, 3.480, -0.176], [1.555, 2.765, 0.916], [0.421, 1.964, -0.539], [-1.121, 2.670, -2.030], [-0.453, 3.578, 0.786], [0.665, 1.392, 2.526], [0.502, 0.731, 1.729], [1.233, -1.342, 2.864], [1.165, -2.666, 2.258], [0.152, -2.059, -0.093], [-0.395, -2.554, -0.220], [-0.990, -0.912, -3.795], [1.376, -0.913, 0.598], [0.812, 1.596, 0.113], [-0.375, -0.535, -1.558], [-1.159, -1.530, -0.184], [0.535, -0.267, 1.761], [-0.967, -1.609, -0.848], [-0.911, 2.013, -0.137], [-0.277, 2.159, 0.236], [1.041, -0.295, -0.516], [-0.310, -0.129, -0.085], [0.907, 0.373, 0.236], [0.063, -0.187, -0.349], [0.034, -0.130, -0.205], [-0.069, 0.090, 0.184], [-0.103, 0.098, 0.182], [0.145, -0.090, -0.205], [0.249, -0.138, -0.279], [-0.932, -0.340, -0.254], [0.314, 0.107, 0.100], [-0.036, 0.194, 0.385], [0.148, 0.032, 0.151], [0.116, -0.115, -0.195], [0.110, -0.083, -0.197], [-0.151, 0.081, 0.206], [-0.228, 0.098, 0.319], [-0.209, -0.001, 0.117], [-0.090, 0.028, 0.083], [0.000, 0.075, 0.100], [0.074, 0.152, 0.173], [0.389, -0.036, -0.163], [0.141, 0.005, -0.064], [-0.004, -0.061, -0.109], [-0.086, -0.104, -0.204], [-0.102, 0.165, 0.238], [0.382, -0.472, -0.757], [0.192, 0.317, 0.002], [0.109, 0.253, 0.016], [-0.110, -0.170, 0.018], [-0.138, -0.177, 0.061], [0.179, 0.174, -0.093], [0.263, 0.261, -0.167], [-0.382, 0.489, 0.848], [0.131, -0.173, -0.309], [-0.210, -0.341, -0.003], [-0.134, -0.205, -0.022], [0.138, 0.175, -0.029], [0.166, 0.167, -0.048], [-0.185, -0.170, 0.087], [-0.305, -0.259, 0.115], [-0.185, -0.040, 0.164], [-0.098, -0.066, 0.055], [-0.038, -0.118, -0.015], [-0.027, -0.227, -0.083], [0.165, 0.065, -0.168], [0.092, 0.064, -0.061], [0.062, 0.110, 0.026], [0.067, 0.202, 0.118], [0.252, -0.149, 0.141], [-0.702, 0.521, -0.443], [0.006, 0.139, 0.377], [0.010, 0.064, 0.242], [0.018, -0.092, -0.193], [0.052, -0.108, -0.199], [-0.074, 0.152, 0.208], [-0.161, 0.231, 0.299], [0.770, -0.568, 0.395], [-0.275, 0.196, -0.134], [0.004, -0.142, -0.343], [-0.023, -0.095, -0.227], [-0.022, 0.120, 0.204], [-0.022, 0.134, 0.156], [0.090, -0.095, -0.156], [0.125, -0.273, -0.311], [0.128, -0.186, -0.080], [0.052, -0.083, -0.077], [-0.013, -0.017, -0.122], [-0.075, 0.022, -0.231], [-0.153, 0.166, 0.091], [-0.053, 0.084, 0.076], [-0.010, 0.047, 0.120], [0.108, -0.050, 0.237]],
  "mol_weight_g_mol": 1097.871,
  "total_energy_ev": -106229.909,
  "e_homo_ev": -8.571,
  "smiles": "CN1c2c(CON=O)cc(OC#N)cc2Sc2cc(I)c(F)c(O)c21.O=C1c2ccccc2C(=O)c2ccccc21.O=C1c2ccccc2C(=O)c2ccccc21.O=C1c2ccccc2C(=O)c2ccccc21",
  "homo_lumo_gap_ev": 7.4479,
  "spin_multiplicity": 1
}

---

(3)
{
  "formula": "C2H2O4S",
  "method": "ωB97M-V/def2-TZVPD",
  "elements": ["C", "C", "O", "O", "O", "O", "S", "H", "H"],
  "coordinates": [[-0.53022, 0.48678, -0.60412], [-1.06065, 1.63404, -0.56774], [1.12935, -0.26483, 1.39743], [0.21715, -2.48165, 0.99082], [-0.46671, -0.69630, -0.60228], [2.04935, -1.57704, -0.45608], [1.05608, -1.42617, 0.55615], [-0.81051, 2.61397, -0.97840], [-1.58385, 1.71120, 0.26421]],
  "forces_ev_per_angstrom": [[-0.891, -2.344, -0.614], [2.254, 2.777, -3.015], [0.149, -0.360, -0.388], [0.383, -0.599, -0.139], [0.536, 0.840, -0.841], [-0.537, -0.259, 0.201], [0.687, 0.472, 1.227], [0.227, -0.808, -0.407], [-2.807, 0.282, 3.977]],
  "mol_weight_g_mol": 122.101,
  "total_energy_ev": -21128.442,
  "e_homo_ev": -11.175,
  "homo_lumo_gap_ev": 10.7384,
  "relative_energy_ev": 1.778,
  "spin_multiplicity": 1
}

---

(4)
{
  "formula": "C6H11N2O",
  "method": "ωB97M-V/def2-TZVPD",
  "elements": ["C", "C", "C", "C", "C", "C", "N", "N", "O", "H", "H", "H", "H", "H", "H", "H", "H", "H", "H", "H"],
  "coordinates": [[0.59546, 2.04714, -0.53229], [1.33746, 1.86802, 0.69910], [-0.74587, 1.87234, -0.70928], [0.96114, 1.09028, 1.66930], [-0.54837, -1.70822, -0.13200], [-0.56903, -3.74963, 1.14292], [-1.00107, -0.85748, -0.75372], [-1.33594, 1.51554, -2.05690], [-0.08579, -2.48737, 0.68152], [1.23309, 2.26507, -1.49083], [2.29706, 2.39103, 0.86757], [-1.36911, 1.48103, 0.06685], [1.48648, 0.98631, 2.59070], [0.04555, 0.59237, 1.48203], [-1.65846, -3.63302, 1.04916], [-0.30017, -3.77567, 2.18249], [-0.27380, -4.68339, 0.50050], [-1.67592, 0.51207, -2.06726], [-0.58406, 1.57429, -2.74583], [-2.07354, 2.17766, -2.46155]],
  "forces_ev_per_angstrom": [[7.847, 0.938, -0.290], [1.088, 3.109, -4.892], [-5.704, -0.954, -0.771], [-1.913, -1.949, 2.803], [-1.305, 0.708, -0.640], [-1.910, -1.572, -1.469], [-0.405, 0.549, -1.166], [-0.121, 0.483, -0.617], [3.037, -1.148, 1.436], [-1.204, 0.252, 2.034], [-0.416, -0.295, -0.929], [-0.338, 0.169, 0.246], [0.170, -0.152, 0.409], [-0.774, -0.881, 0.581], [0.175, -0.564, 0.329], [0.325, -0.397, 0.174], [0.005, 2.111, 1.226], [0.339, 0.793, 0.362], [0.130, -0.205, -0.076], [0.975, -0.995, 1.249]],
  "charge": 1,
  "s_squared": 2.016,
  "mol_weight_g_mol": 127.167,
  "total_energy_ev": -11414.913,
  "e_homo_ev": [-9.938, -14.241],
  "homo_lumo_gap_ev": [7.0535, 7.8937],
  "relative_energy_ev": 2.892,
  "spin_multiplicity": 3
}

---

(5)
{
  "formula": "C25H29N5O7Zr",
  "method": "ωB97M-V/def2-TZVPD",
  "elements": ["Zr", "O", "C", "O", "C", "C", "C", "C", "C", "O", "C", "C", "O", "O", "H", "H", "H", "H", "H", "H", "H", "H", "O", "C", "C", "C", "C", "C", "C", "C", "O", "N", "N", "C", "C", "C", "C", "C", "C", "N", "H", "H", "H", "H", "H", "H", "H", "H", "H", "H", "N", "C", "C", "N", "C", "C", "H", "H", "H", "H", "H", "H", "H", "H", "H", "H", "H"],
  "coordinates": [[0.23523, 0.34847, 0.32125], [0.74175, -0.07036, -1.95367], [1.74270, -0.46860, -1.31971], [1.50333, -1.17563, -0.26417], [3.14928, 0.01521, -1.59467], [4.21900, -0.98621, -1.08599], [5.60314, -0.50381, -1.54966], [5.89444, 0.61862, -0.52224], [4.58175, 0.63685, 0.26526], [4.21999, -0.74062, 0.31710], [3.47614, 1.24615, -0.63157], [2.20704, 1.57320, 0.11042], [1.21759, 2.06411, -0.50864], [1.96547, 1.10890, 1.26930], [3.23551, 0.28948, -2.64181], [3.98687, -2.02815, -1.29178], [6.32696, -1.31202, -1.48078], [5.58910, -0.14910, -2.57931], [6.71530, 0.34505, 0.13621], [6.12511, 1.58126, -0.97527], [4.62436, 1.05984, 1.26447], [3.80598, 2.11164, -1.20145], [-1.91289, 2.49331, -2.94956], [-2.91932, 2.96732, -2.19953], [-3.87036, 3.74707, -2.85879], [-4.94810, 4.26208, -2.17580], [-5.10869, 4.03232, -0.80563], [-4.17418, 3.29170, -0.13107], [-3.07014, 2.73559, -0.80823], [-2.11808, 1.93700, -0.06805], [-1.28311, 1.13795, -0.70818], [-2.13044, 1.95052, 1.25560], [-1.19531, 1.09188, 1.74219], [-0.97293, 0.98128, 3.00459], [0.05899, 0.02823, 3.39183], [0.54039, -0.04587, 4.68763], [1.59704, -0.90232, 4.96247], [2.13477, -1.65010, 3.92831], [1.58292, -1.53710, 2.66252], [0.54694, -0.74178, 2.38815], [-1.30274, 1.96927, -2.41984], [-3.72656, 3.93495, -3.91449], [-5.68001, 4.85655, -2.70630], [-5.96092, 4.44765, -0.28637], [-4.25727, 3.11804, 0.93270], [-1.50844, 1.57882, 3.73466], [0.10405, 0.57454, 5.45878], [1.99775, -0.97027, 5.96475], [2.97621, -2.30677, 4.09509], [1.99771, -2.09062, 1.83124], [-3.01966, -3.75811, -1.03091], [-3.46358, -2.34980, -1.29757], [-2.82313, -1.40108, -0.28734], [-1.35798, -1.50004, -0.28200], [-0.95633, -2.88531, 0.00929], [-1.52376, -3.86911, -1.00988], [-3.41155, -4.38758, -1.73314], [-3.38635, -4.05835, -0.12538], [-4.54932, -2.30412, -1.23413], [-3.16206, -2.08936, -2.31207], [-3.18819, -1.61636, 0.72028], [-3.12722, -0.38857, -0.54354], [-1.00576, -1.22393, -1.20608], [-1.31027, -3.13554, 1.01309], [0.12721, -2.96023, 0.00444], [-1.24761, -4.89391, -0.76777], [-1.15778, -3.63413, -2.00925]],
  "forces_ev_per_angstrom": [[-1.075, -1.314, 0.387], [0.195, -0.070, 0.100], [0.727, -0.797, -1.598], [0.771, -0.649, 0.054], [-0.004, -0.200, 0.297], [0.004, 0.183, -0.194], [-0.044, -0.034, 0.011], [-0.058, 0.006, 0.022], [0.058, 0.161, -0.232], [-0.039, -0.115, 0.101], [-0.053, -0.104, 0.274], [1.299, 0.995, -0.050], [0.223, 0.316, -0.030], [0.726, 0.342, 0.349], [-0.011, 0.016, -0.018], [0.005, 0.005, 0.050], [0.015, 0.016, 0.002], [0.016, -0.018, -0.011], [0.003, 0.019, 0.005], [0.018, -0.012, -0.027], [-0.012, -0.041, 0.015], [-0.092, 0.022, -0.057], [-0.003, 0.064, -0.226], [-0.270, -0.006, 0.407], [0.077, -0.017, -0.096], [0.031, -0.031, 0.042], [-0.109, 0.074, 0.049], [0.099, 0.026, -0.040], [0.156, -0.035, -0.437], [-0.346, -0.035, 0.834], [-1.197, 1.008, -0.672], [-0.399, 0.344, -0.192], [-0.537, 0.289, 0.798], [-0.260, 0.086, -0.280], [0.080, -0.320, 0.232], [-0.178, 0.100, -0.113], [0.055, -0.088, -0.102], [-0.076, 0.042, 0.217], [-0.055, -0.170, -0.165], [0.154, 0.280, 0.374], [0.106, -0.105, 0.179], [-0.022, -0.017, 0.009], [0.016, 0.008, -0.018], [0.025, -0.009, 0.025], [-0.042, 0.006, -0.017], [-0.051, 0.025, -0.029], [0.015, 0.008, -0.005], [0.018, 0.000, -0.009], [-0.012, -0.025, -0.051], [0.027, 0.049, -0.024], [0.009, -0.019, -0.079], [-0.034, 0.456, 0.126], [-0.039, -0.005, -0.026], [0.227, -0.127, -0.064], [-0.178, -0.022, -0.161], [0.392, 0.083, 0.185], [-0.030, -0.044, -0.001], [-0.063, -0.060, 0.007], [-0.004, -0.099, -0.011], [0.030, -0.133, -0.031], [0.009, 0.033, 0.018], [0.002, 0.002, 0.019], [-0.146, -0.270, -0.076], [0.053, 0.015, 0.029], [0.021, -0.035, -0.009], [-0.101, -0.025, -0.009], [-0.121, -0.029, -0.058]],
  "charge": 2,
  "mol_weight_g_mol": 602.759,
  "total_energy_ev": -49449.994,
  "e_homo_ev": -12.910,
  "homo_lumo_gap_ev": 6.3929,
  "relative_energy_ev": 0.586,
  "spin_multiplicity": 1
}